[1]
69
Properties=species:S:1:pos:R:3:forces:R:3:nbo_charge:R:1 method="wB97M-V/def2-TZVPD" spin_multiplicity=2 homo_energy_ev="-4.84 / -4.75" orbital_gap_ev="7.017 / 6.851" s2=1.189 total_charge=-1
Mn 1.04913 1.14341 -0.33047 -0.19 0.15 -0.45 0.684
O 1.52287 2.13778 2.24400 0.08 0.06 0.08 -0.650
C 0.90555 1.26941 1.63039 -0.04 0.00 0.01 0.273
C 0.06370 0.30959 2.44742 -0.15 -0.13 0.30 -0.040
C -0.15841 0.47697 3.80908 0.04 0.05 -0.02 -0.194
C -0.99251 -0.39557 4.48690 -0.02 0.00 0.05 -0.202
C -1.60809 -1.44552 3.81367 0.02 0.00 -0.06 -0.206
C -1.38059 -1.62807 2.45684 -0.02 -0.05 0.03 -0.200
C -0.54091 -0.75197 1.78331 0.05 0.01 -0.03 -0.348
P -0.15023 -0.77182 0.01427 0.18 0.05 0.00 1.016
C -1.62954 -1.46074 -0.80404 0.05 -0.11 0.02 -0.376
C -2.57200 -0.59129 -1.34130 0.04 0.13 0.01 -0.161
C -3.73165 -1.08357 -1.92201 -0.01 0.01 0.00 -0.194
C -3.95340 -2.45067 -1.98432 0.03 -0.01 0.01 -0.207
C -3.01094 -3.32840 -1.46307 -0.01 0.01 0.00 -0.244
C -1.85583 -2.83638 -0.87512 -0.05 0.04 0.02 -0.140
C 1.06058 -2.13129 -0.19276 -0.10 -0.04 -0.05 -0.325
C 1.77625 -2.67196 0.86977 0.03 0.03 -0.01 -0.238
C 2.81367 -3.56683 0.63253 0.00 0.00 0.01 -0.163
C 3.14023 -3.93360 -0.66463 -0.01 0.00 0.00 -0.240
C 2.41873 -3.40945 -1.73115 0.02 0.02 0.01 -0.203
C 1.38989 -2.51255 -1.49581 0.01 0.01 0.00 -0.215
H 0.30938 1.31887 4.30481 0.00 0.00 0.01 0.225
H -1.19131 -0.24881 5.54183 0.01 0.01 0.00 0.204
H -2.28049 -2.10865 4.34366 0.00 -0.01 0.00 0.205
H -1.87801 -2.43018 1.92387 0.01 0.00 0.00 0.214
H -2.39499 0.47620 -1.29209 0.00 -0.03 -0.02 0.239
H -4.46406 -0.39198 -2.31794 0.00 -0.01 -0.01 0.213
H -4.85824 -2.83463 -2.43905 0.00 0.00 0.00 0.204
H -3.17584 -4.39781 -1.51265 0.00 0.00 0.00 0.204
H -1.12265 -3.52555 -0.47377 0.00 0.00 0.00 0.208
H 1.53253 -2.38010 1.88466 0.00 0.00 0.00 0.226
H 3.37086 -3.97362 1.46796 0.00 0.00 0.00 0.199
H 3.95649 -4.62161 -0.84724 0.00 0.00 0.00 0.208
H 2.67249 -3.68046 -2.74875 0.00 0.00 0.00 0.215
H 0.84473 -2.08505 -2.33122 0.02 0.00 -0.01 0.231
Cl 6.75372 -1.66492 -3.05937 0.01 -0.01 0.00 -0.039
C 5.19190 -0.91607 -2.82740 0.00 0.00 -0.03 -0.104
C 4.36161 -0.74310 -3.89889 0.01 0.00 0.02 -0.217
C 3.10442 -0.14178 -3.74820 -0.07 0.02 -0.02 -0.285
I 1.84007 0.05753 -5.39202 0.04 -0.01 0.04 0.126
C 2.63115 0.30235 -2.51376 -0.05 -0.09 -0.02 0.410
O 1.48612 0.83535 -2.30908 0.05 0.12 0.07 -0.763
C 3.52236 0.08318 -1.39563 0.02 -0.07 -0.04 0.062
N 3.02077 0.45813 -0.18959 -0.02 0.02 0.11 -0.463
C 3.77001 0.32800 0.88414 -0.06 0.03 0.00 0.078
C 5.06371 -0.21082 0.83227 0.06 -0.03 -0.01 -0.261
C 5.57188 -0.63718 -0.36320 -0.03 0.02 0.03 -0.142
C 4.79721 -0.50063 -1.53354 -0.03 -0.01 0.00 -0.034
H 4.67983 -1.07598 -4.87772 0.00 0.00 0.00 0.231
H 3.33384 0.66570 1.81507 0.02 -0.01 0.00 0.232
H 5.63569 -0.29718 1.74590 0.00 0.00 0.00 0.218
H 6.55846 -1.07591 -0.42727 0.00 0.00 0.00 0.223
O -3.54079 2.03580 3.13757 -0.01 0.02 0.01 -0.936
S -3.71331 2.00915 1.71216 0.05 0.04 -0.05 2.289
O -4.71649 1.13277 1.17061 -0.02 -0.02 -0.01 -0.943
N -2.27469 1.75814 0.95515 -0.07 -0.10 0.06 -0.782
C -1.91750 2.78017 0.23612 0.08 0.20 -0.04 0.142
S -0.52780 2.89325 -0.73650 0.01 -0.23 -0.02 -0.189
C -2.87490 3.93915 0.27755 -0.02 0.03 -0.01 -0.120
C -2.78870 5.16469 -0.36172 0.00 0.00 0.01 -0.166
C -3.81132 6.08318 -0.16216 0.00 0.00 0.00 -0.212
C -4.89580 5.78392 0.65915 0.01 0.00 0.00 -0.207
C -4.98111 4.55399 1.30012 -0.02 -0.01 0.02 -0.216
C -3.95617 3.65645 1.08712 0.08 -0.10 0.01 -0.234
H -1.93969 5.38500 -0.99475 0.00 0.00 0.00 0.239
H -3.76620 7.04832 -0.65084 0.00 0.00 0.00 0.209
H -5.67905 6.51823 0.79927 0.00 0.00 0.00 0.208
H -5.81661 4.30698 1.94187 0.00 0.00 0.00 0.225

=====

[2]
77
Properties=species:S:1:pos:R:3:forces:R:3:mulliken_charge:R:1 method="wB97M-V/def2-TZVPD" spin_multiplicity=3 homo_energy_ev="-11.11 / -11.19" orbital_gap_ev="7.808 / 6.468" s2=2.028 total_charge=+1
Ni -1.55529 0.05774 0.46449 -0.56 -0.22 0.19 0.006
N -4.73652 -1.82711 -1.26761 -0.25 -0.58 0.68 0.152
C -3.67461 -0.99759 -1.32258 0.48 -0.25 1.10 -0.419
N -2.89753 -1.16921 -0.28520 -0.77 0.40 -0.73 0.022
C -3.56759 -2.16808 0.54501 0.74 0.81 1.06 1.185
N -4.69057 -2.58543 -0.16096 -1.74 -0.57 -0.99 -0.799
C -3.13301 -1.14110 2.65608 1.35 0.14 0.75 0.354
C -3.43422 -1.21239 4.03270 -0.30 -0.03 0.26 -0.297
N -2.56234 -0.94380 4.98391 -0.80 -0.23 -0.61 -0.517
C -1.33640 -0.64682 4.57519 0.84 0.17 0.53 -0.621
C -0.99882 -0.52638 3.25791 -0.12 0.35 -0.78 -0.113
N -1.92253 -0.69074 2.26175 -0.51 -0.89 1.18 0.212
H -5.56939 -1.85908 -1.85663 0.53 -0.06 0.16 0.213
H -3.53217 -0.28616 -2.10634 0.16 0.26 -0.33 0.552
H -4.42542 -1.50813 4.34701 -0.11 -0.05 -0.14 0.468
H -0.61037 -0.48939 5.36595 0.12 0.00 -0.22 0.404
H 0.02138 -0.25629 2.95508 -0.58 -0.07 0.08 0.281
O -3.18555 -4.04433 1.96574 -0.02 0.94 -0.73 -0.554
C -2.74560 -3.40810 1.03357 0.66 -1.28 0.04 0.143
O -4.06637 -1.59556 1.81241 0.19 0.70 -1.14 -0.519
C -1.49812 -3.85828 0.33572 -0.35 -0.51 1.01 -0.042
C -1.13938 -5.19248 0.62111 -0.74 -0.54 0.45 -0.923
C 0.04365 -5.76915 0.19023 0.36 0.67 -0.84 -1.000
C 0.90031 -4.91928 -0.51868 0.47 -0.15 0.33 0.899
O 2.16497 -5.17505 -0.98173 -0.33 0.54 -0.13 -0.485
C 2.68014 -3.91493 -1.50325 -0.31 -0.46 0.49 -0.298
O 1.62180 -2.94174 -1.39486 -0.01 -0.61 0.17 -0.378
C 0.58768 -3.59215 -0.74534 -0.51 0.51 0.04 -0.399
C -0.61101 -3.02384 -0.33246 1.03 0.10 -0.69 0.800
H -1.82460 -5.80597 1.24820 0.51 0.64 -0.71 0.424
H 0.25995 -6.81899 0.32971 0.12 0.10 0.18 0.458
H 2.95210 -4.06784 -2.54669 -0.01 0.12 0.03 0.309
H 3.54002 -3.60161 -0.88741 -0.30 -0.12 -0.25 0.248
H -0.78418 -1.96547 -0.50877 -0.04 -0.37 -0.04 0.559
F 0.73831 7.98382 -1.44425 0.06 -0.98 0.87 -0.253
C 1.13072 7.43921 -0.24421 0.64 3.11 -0.42 0.824
F 2.47002 7.67901 -0.18196 -0.59 -0.59 0.00 -0.249
F 0.58379 8.25022 0.71304 0.13 -1.11 -0.60 -0.281
C 0.81537 6.00744 -0.08762 -1.13 -1.62 0.28 0.206
C 1.34805 5.05179 -0.97139 0.55 0.38 0.16 -1.208
C 1.15023 3.70728 -0.73673 -0.09 -0.41 -0.45 0.215
C 0.29348 3.27666 0.27521 0.45 -0.21 0.04 -0.094
C -0.28408 4.20238 1.11263 -0.46 0.40 0.42 -0.422
C -0.04633 5.56782 0.93200 0.46 0.32 -0.24 -0.794
P 0.05133 1.49262 0.50948 0.36 0.12 -0.14 0.601
C -0.46848 0.99449 -1.21689 1.56 0.23 -1.21 0.923
C -1.49103 1.70668 -1.85751 -0.09 0.25 0.45 -0.583
C -1.83360 1.48404 -3.18456 -0.21 -0.63 -0.47 -0.961
C -1.11496 0.53736 -3.95617 0.22 0.53 1.91 0.352
C 0.04836 -0.01016 -3.38777 0.14 0.06 -0.01 -0.884
C 0.35544 0.18923 -2.03972 -0.65 0.21 -0.11 0.230
C -1.60752 0.08892 -5.28124 -1.17 -0.25 -1.94 0.727
F -2.94080 0.41162 -5.43593 1.07 -0.35 0.33 -0.284
F -0.97500 0.66930 -6.32314 -0.02 -0.28 0.62 -0.245
F -1.51919 -1.26541 -5.47292 0.09 1.25 0.52 -0.248
C 1.73958 0.85060 0.85476 -0.73 -0.24 0.30 0.158
C 2.70381 1.69025 1.36707 0.49 0.40 -0.33 -0.755
C 3.96935 1.22524 1.70623 0.27 -0.15 0.66 -1.110
C 4.27849 -0.13944 1.68815 -2.19 0.71 -1.42 -0.144
C 3.26362 -0.99116 1.19744 0.43 -0.34 0.09 -0.643
C 2.00894 -0.51532 0.84838 -0.22 -0.32 -0.35 0.236
C 5.57993 -0.65114 2.12619 2.67 -1.20 1.19 0.836
F 6.56782 -0.69772 1.17118 -1.21 0.50 0.58 -0.252
F 5.49900 -1.93814 2.57888 -0.32 0.85 -0.29 -0.263
F 6.08295 0.08529 3.17143 -0.53 -0.47 -1.10 -0.257
H 1.97676 5.34282 -1.81137 -0.07 0.13 0.28 0.426
H 1.65412 2.94139 -1.33984 -0.22 0.51 -0.01 0.417
H -0.91673 3.86649 1.93465 0.04 0.16 -0.22 0.455
H -0.52158 6.28984 1.59173 0.20 -0.13 -0.10 0.477
H -1.99495 2.48394 -1.28488 -0.17 -0.12 -0.21 0.425
H -2.69460 2.02524 -3.59545 0.44 -0.33 0.02 0.436
H 0.77366 -0.53067 -4.01697 -0.46 -0.24 0.21 0.511
H 1.23485 -0.26203 -1.60644 0.14 -0.12 -0.17 0.387
H 2.47231 2.73741 1.48297 0.23 0.18 -0.06 0.548
H 4.69205 1.95655 2.04793 0.07 -0.17 0.10 0.448
H 3.43053 -2.05612 1.03656 0.16 0.22 0.47 0.590
H 1.22557 -1.23295 0.56778 0.47 0.29 -0.01 0.176

=====

Relative energy (zero: lowest compared OMol25 entry of this formula, charge and spin) (computed, kcal/mol): 0.00, 83.54